# 1
Computed, not measured: a 2-piece molecular cluster, C4H10N2O2 overall in a non-equilibrium geometry, with ωB97M-V with the def2-TZVPD basis set.

Each atom is followed by the atoms it is bonded to, with distances in Å.
Atoms and positions in Å:
1 H 1.43242 -0.72547 0.83923  N13 0.964
2 H -0.84474 -2.13653 0.76492  C5 1.172
3 H -0.99338 1.25388 -1.47963  C9 1.060
4 H 1.87899 1.55749 1.44946  O8 1.012
5 C -0.12654 -1.67043 -0.03572  H2 1.172, N13 1.492, H14 1.130, C17 1.457
6 N -2.55434 -0.34058 0.24616  O7 1.265, H11 1.036
7 O -2.95746 0.85838 0.26857  N6 1.265
8 O 1.54217 1.06128 0.63452  H4 1.012, C18 1.397
9 C -0.20968 0.70420 -1.02410  H3 1.060, H10 1.066, C17 1.410, C18 1.599
10 H 0.59232 0.55824 -1.71059  C9 1.066
11 H -3.20929 -1.02434 -0.17450  N6 1.036
12 H 0.43002 2.60628 -0.17178  C18 1.052
13 N 1.27211 -1.60542 0.47873  H1 0.964, C5 1.492, H16 1.023
14 H -0.34417 -2.56870 -0.68604  C5 1.130
15 H -0.28531 1.62018 0.96549  C18 1.018
16 H 1.88810 -1.50565 -0.33149  N13 1.023
17 C -0.78288 -0.53508 -0.67038  C5 1.457, C9 1.410
18 C 0.34659 1.61361 0.16734  O8 1.397, C9 1.599, H12 1.052, H15 1.018

Values from the calculation:
**Net charge**: 0
**Kohn-Sham gap (spin up / spin down)**: 0.303 / 0.288 Ha
**LUMO (spin up / spin down)**: -0.0032 / -0.0018 Eh
**Energy above the lowest of the compared OMol25 structures with the same formula, charge and spin**: 195.43 kcal/mol

Atom charges from the natural (NBO) analysis, given in e for atoms 1 to 6: atom 1 (H): 0.377, atom 2 (H): 0.239, atom 3 (H): 0.245, atom 4 (H): 0.486, atom 5 (C): -0.405, atom 6 (N): -0.160

---

# 2
Computed, not measured: one molecule with the formula C4H10N2O2 in a non-equilibrium geometry, with ωB97M-V with the def2-TZVPD basis set.

Each atom is followed by the atoms it is bonded to, with distances in Å.
Atoms and positions in Å:
1 H 1.08057 1.48337 -0.34863  C4 1.173
2 H -0.28003 -1.84439 -0.82530  C18 1.097
3 C -1.38527 -0.41361 1.22180  O5 1.309, O9 1.193, C10 1.567
4 C 0.40508 1.26874 0.58581  H1 1.173, C10 1.535, H15 1.168, H17 1.049
5 O -2.60211 -0.72372 0.85334  C3 1.309, H8 0.981
6 H -1.86381 1.30537 -0.92434  N11 1.029
7 N 1.29505 -1.70185 0.61003  H12 1.008, H16 1.016, C18 1.423
8 H -2.56938 -0.42631 -0.08085  O5 0.981
9 O -0.99542 -0.71987 2.30663  C3 1.193
10 C -0.46754 0.11678 0.06805  C3 1.567, C4 1.535, N11 1.443, C18 1.566
11 N -1.25191 0.49312 -1.08344  H6 1.029, C10 1.443, H13 1.004
12 H 0.91390 -2.33707 1.29310  N7 1.008
13 H -0.63230 0.57265 -1.86934  N11 1.004
14 H 1.14825 -0.94616 -1.19709  C18 1.167
15 H 0.91275 0.98461 1.59855  C4 1.168
16 H 1.84432 -1.06082 1.17619  N7 1.016
17 H -0.03544 2.19321 0.81320  C4 1.049
18 C 0.39060 -1.13131 -0.32941  H2 1.097, N7 1.423, C10 1.566, H14 1.167

Values from the calculation:
**Net charge**: 0
**Kohn-Sham gap**: 0.364 Ha
**SMILES string**: C[C@@](N)(CN)C(=O)O
**LUMO**: 0.0256 Eh
**Energy above the lowest of the compared OMol25 structures with the same formula, charge and spin**: 42.77 kcal/mol

Atom charges from the natural (NBO) analysis, given in e for atoms 1 to 6: atom 1 (H): 0.204, atom 2 (H): 0.216, atom 3 (C): 0.764, atom 4 (C): -0.628, atom 5 (O): -0.655, atom 6 (H): 0.382

---

# 3
Computed, not measured: a 2-piece molecular cluster, C4H10N2O2 overall in a non-equilibrium geometry, with ωB97M-V with the def2-TZVPD basis set.

Each atom is followed by the atoms it is bonded to, with distances in Å.
Atoms and positions in Å:
1 H -1.50049 -1.42691 -1.40530  C17 1.088
2 H -1.66548 -1.70608 0.34392  C17 1.087
3 N 2.79468 -0.98263 -0.02395  H6 1.111, H7 1.013, H18 1.013
4 O -1.05583 1.10281 -1.29037  C8 1.415, H11 0.966
5 C -1.25007 0.93200 1.12144  C8 1.535, H12 1.090, H15 1.088, H16 1.089
6 H 1.84767 -1.55439 0.08223  N3 1.111
7 H 3.39961 -0.88717 0.78347  N3 1.013
8 C -0.88205 0.22819 -0.19158  O4 1.415, C5 1.535, N9 1.456, C17 1.523
9 N 0.50131 -0.22002 -0.11123  C8 1.456, C10 1.250
10 C 1.50642 0.51538 -0.21952  N9 1.250, O13 1.180
11 H -0.51908 1.89404 -1.15276  O4 0.966
12 H -0.59328 1.78689 1.28462  C5 1.090
13 O 2.10304 1.51588 -0.40770  C10 1.180
14 H -2.81225 -0.65221 -0.51078  C17 1.088
15 H -1.14723 0.24486 1.95902  C5 1.088
16 H -2.27794 1.28810 1.07121  C5 1.089
17 C -1.77559 -0.97621 -0.45450  H1 1.088, H2 1.087, C8 1.523, H14 1.088
18 H 3.32657 -1.10254 -0.87823  N3 1.013

Values from the calculation:
**Net charge**: 0
**Kohn-Sham gap**: 0.378 Ha
**SMILES string**: CC(C)(O)N=C=O.N
**LUMO**: 0.0264 Eh
**Energy above the lowest of the compared OMol25 structures with the same formula, charge and spin**: 49.69 kcal/mol

Atom charges from the natural (NBO) analysis, given in e for atoms 1 to 6: atom 1 (H): 0.223, atom 2 (H): 0.212, atom 3 (N): -1.010, atom 4 (O): -0.722, atom 5 (C): -0.635, atom 6 (H): 0.455

---

# 4
Computed, not measured: a 3-piece molecular cluster, C4H10N2O2 overall in a non-equilibrium geometry, with ωB97M-V with the def2-TZVPD basis set.

Each atom is followed by the atoms it is bonded to, with distances in Å.
Atoms and positions in Å:
1 H -1.39732 -1.68710 -1.88546  O9 0.993
2 H -2.48239 1.18442 -1.24985  O4 0.966
3 N -0.25076 0.60734 0.71947  C14 1.394, C17 1.401
4 O -2.48139 0.22657 -1.37128  H2 0.966, H5 0.951
5 H -2.95828 -0.10190 -0.61688  O4 0.951
6 C 1.89815 -0.20737 0.58772  H13 1.076, C14 1.390, N16 1.440
7 C 1.27757 2.19618 1.74849  H11 1.220, H12 1.063, C14 1.559, H15 1.180
8 H 1.45589 -1.84169 -0.86132  N16 1.140
9 O -0.95640 -2.55880 -2.06308  H1 0.993, H18 0.995
10 H -1.17402 -0.89330 -0.62390  C17 1.185
11 H 0.56832 2.33509 2.73177  C7 1.220
12 H 1.20319 3.02422 1.08632  C7 1.063
13 H 2.70217 -0.69987 1.10572  C6 1.076
14 C 1.07851 0.79430 1.09508  N3 1.394, C6 1.390, C7 1.559
15 H 2.17197 2.35704 2.50155  C7 1.180
16 N 1.02238 -1.13626 -0.07817  C6 1.440, H8 1.140, C17 1.352
17 C -0.16886 -0.49857 -0.13680  N3 1.401, H10 1.185, N16 1.352
18 H -1.50873 -3.10027 -2.68939  O9 0.995

Values from the calculation:
**Net charge**: 0
**Kohn-Sham gap**: 0.334 Ha
**SMILES string**: Cc1c[nH]cn1.O.O
**LUMO**: 0.0248 Eh
**Energy above the lowest of the compared OMol25 structures with the same formula, charge and spin**: 91.30 kcal/mol

Atom charges from the natural (NBO) analysis, given in e for atoms 1 to 6: atom 1 (H): 0.485, atom 2 (H): 0.495, atom 3 (N): -0.503, atom 4 (O): -0.945, atom 5 (H): 0.475, atom 6 (C): -0.174

---

# 5
Computed, not measured: one molecule with the formula C4H10N2O2 in a non-equilibrium geometry, with ωB97M-V with the def2-TZVPD basis set.

Each atom is followed by the atoms it is bonded to, with distances in Å.
Atoms and positions in Å:
1 H -1.88035 -3.32711 0.90737  N8 1.003
2 H -0.55283 1.19346 1.73392  N10 1.006
3 C -1.01458 -1.47341 0.64472  O6 1.216, N8 1.356, C11 1.518
4 H -0.60051 -3.27115 -0.23420  N8 1.001
5 O 1.01044 2.59465 -1.30214  H7 0.963, C9 1.447
6 O -1.82860 -0.81430 1.26186  C3 1.216
7 H 0.10424 2.79898 -1.55680  O5 0.963
8 N -1.12824 -2.81550 0.48471  H1 1.003, C3 1.356, H4 1.001
9 C 1.12837 1.17054 -1.07679  O5 1.447, C14 1.524, H17 1.089, H18 1.092
10 N 0.24173 1.37221 1.14270  H2 1.006, C14 1.452, H15 1.011
11 C 0.25909 -0.83973 0.11615  C3 1.518, H12 1.085, C14 1.549, H16 1.086
12 H 0.94557 -0.97232 0.94610  C11 1.085
13 H -0.95078 0.81534 -0.54995  C14 1.099
14 C 0.05080 0.67712 -0.11830  C9 1.524, N10 1.452, C11 1.549, H13 1.099
15 H 0.46063 2.35762 1.09041  N10 1.011
16 H 0.62224 -1.25465 -0.81923  C11 1.086
17 H 1.01903 0.70718 -2.05587  C9 1.089
18 H 2.11376 1.08107 -0.61465  C9 1.092

Values from the calculation:
**Net charge**: 0
**Kohn-Sham gap**: 0.364 Ha
**SMILES string**: NC(=O)C[C@@H](N)CO
**LUMO**: 0.0295 Eh
**Energy above the lowest of the compared OMol25 structures with the same formula, charge and spin**: 27.57 kcal/mol

Atom charges from the natural (NBO) analysis, given in e for atoms 1 to 6: atom 1 (H): 0.403, atom 2 (H): 0.383, atom 3 (C): 0.682, atom 4 (H): 0.390, atom 5 (O): -0.730, atom 6 (O): -0.628

---

# 6
Computed, not measured: a 2-piece molecular cluster, C4H10N2O2 overall in a non-equilibrium geometry, with ωB97M-V with the def2-TZVPD basis set.

Each atom is followed by the atoms it is bonded to, with distances in Å.
Atoms and positions in Å:
1 C 2.68841 -0.67667 -0.08044  N2 1.437, H3 1.097, H8 1.091, H10 1.097
2 N 1.33592 -0.35923 -0.44652  C1 1.437, C13 1.308
3 H 2.75374 -1.73256 0.21081  C1 1.097
4 H -1.50988 2.19575 -0.11174  C6 1.097
5 H -2.73404 -0.37884 0.70913  C9 1.090
6 C -1.38145 1.32500 -0.76620  H4 1.097, H7 1.089, H15 1.092, N17 1.449
7 H -0.67894 1.57321 -1.55984  C6 1.089
8 H 3.35702 -0.51448 -0.92763  C1 1.091
9 C -1.70482 -0.28505 1.05550  H5 1.090, H11 1.089, H14 1.097, N17 1.445
10 H 3.01312 -0.07145 0.77548  C1 1.097
11 H -1.33906 -1.25927 1.37632  C9 1.089
12 H 0.25176 -1.50375 -1.51830  O16 0.975
13 C 0.59050 0.33134 0.37748  N2 1.308, N17 1.521, O18 1.224
14 H -1.66692 0.41674 1.89749  C9 1.097
15 H -2.34417 1.05788 -1.20635  C6 1.092
16 O -0.60589 -1.39947 -1.06592  H12 0.975
17 N -0.87004 0.19154 -0.02309  C6 1.449, C9 1.445, C13 1.521
18 O 0.84473 1.08930 1.30381  C13 1.224

Values from the calculation:
**Net charge**: 0
**Kohn-Sham gap (spin up / spin down)**: 0.258 / 0.248 Ha
**LUMO (spin up / spin down)**: -0.0491 / -0.0494 Eh
**Energy above the lowest of the compared OMol25 structures with the same formula, charge and spin**: 149.70 kcal/mol

Atom charges from the natural (NBO) analysis, given in e for atoms 1 to 6: atom 1 (C): -0.426, atom 2 (N): -0.621, atom 3 (H): 0.188, atom 4 (H): 0.242, atom 5 (H): 0.216, atom 6 (C): -0.439